This record from the Open Molecules 2025 dataset describes a single C6H8F3NO3 molecule in a non-equilibrium geometry. The level of theory is ωB97M-V/def2-TZVPD.

Cartesian coordinates (Å):
C (-0.2258, 1.5083, 0.5476)
C (0.4224, 0.8349, 1.6980)
C (0.7693, 0.4167, 0.3071)
C (0.0844, -1.1464, -1.7875)
C (-0.0220, -0.9871, -0.2384)
C (2.0981, 0.6496, -0.3334)
N (0.7057, -2.0433, 0.5034)
O (0.1940, -2.3370, 1.5761)
O (1.7351, -2.5086, 0.0521)
O (-1.3828, -1.0449, 0.0141)
F (2.6112, 1.7100, 0.2545)
F (3.0561, -0.2866, -0.2523)
F (1.9369, 1.0163, -1.6303)
H (-1.3201, 1.3931, 0.3008)
H (0.2325, 2.4884, 0.2930)
H (1.1278, 1.3433, 2.3068)
H (-0.1701, 0.2586, 2.4956)
H (0.0157, -2.2974, -2.0836)
H (1.1037, -0.9532, -2.0565)
H (-0.5822, -0.4890, -2.1711)
H (-1.3048, -1.4253, 0.8976)

Cartesian forces, eV/Å:
0.1 1.8 -0.8
-1.2 -1.0 2.1
-2.8 -4.1 -0.6
3.1 -4.6 2.4
0.9 2.2 -2.6
0.0 1.0 -0.2
0.4 -1.2 0.2
0.2 -0.2 0.0
-0.9 0.3 0.4
1.3 0.0 1.1
0.9 1.5 0.8
-0.8 -0.1 -0.3
0.2 -0.5 0.0
1.6 -0.2 0.3
-0.8 -0.5 0.3
0.9 0.8 -0.2
0.6 0.1 -2.0
-0.7 2.5 0.7
0.3 0.4 -0.5
-2.1 1.7 -1.6
-1.2 -0.2 0.9

HOMO-LUMO gap ... 10.87 eV
Relative energy (zero: lowest compared OMol25 entry of this formula, charge and spin) ... 2.4746 eV
Lowest unoccupied orbital energy ... -0.152 eV
Total charge ... 0
HOMO level ... -11.02 eV
E ... -813.3585 Eh